Record 1
A structure of composition C5H8NO, computed with the ωB97M-V functional and the def2-TZVPD basis.

Results
E_LUMO: -4.0142 eV
Kohn-Sham gap: 0.360 Ha
E_HOMO: -0.50725 Ha
Charge: +1

Structure (XYZ):
```
15
Properties=species:S:1:pos:R:3:forces:R:3:nbo_charge:R:1
C -0.5468 -1.6469 0.1207 -0.2 -0.6 1.0 -0.14
C 0.4560 -1.0957 0.7919 0.7 0.8 0.6 -0.24
C -2.5033 -0.0239 -0.1482 -4.4 0.2 -0.3 0.37
C -1.1855 -0.4257 -0.4683 5.7 2.1 0.2 -0.24
C 0.1600 0.3903 0.6090 -0.9 -2.5 -3.2 -0.06
N 1.2791 1.2470 -0.0654 -2.1 -2.4 0.1 -0.66
O -2.8545 1.0508 0.2643 0.8 0.1 0.2 -0.46
H -0.8822 -2.6876 0.2720 0.0 0.7 -0.8 0.26
H 1.2104 -1.5705 1.4212 -0.1 0.2 -0.2 0.24
H -3.3490 -0.7640 -0.3753 1.1 0.2 0.2 0.15
H -0.7276 -0.0520 -1.4395 -1.3 -0.9 0.7 0.26
H -0.1478 1.0358 1.3618 -1.1 0.5 1.6 0.23
H 1.6411 0.8256 -0.8806 0.6 -0.6 -1.3 0.43
H 1.9788 1.3603 0.5766 2.9 -0.4 2.3 0.43
H 1.0742 2.1806 -0.2075 -1.6 2.5 -1.1 0.43
```
Positions in Å, forces in eV/Å.

Record 2
A structure of composition C10H21Cl2O3PW, computed with the ωB97M-V functional and the def2-TZVPD basis.

Results
E_LUMO (alpha / beta): -0.7603 / -1.4992 eV
Kohn-Sham gap (alpha / beta): 0.236 / 0.246 Ha
Multiplicity: 3
E_HOMO (alpha / beta): -0.26404 / -0.30083 Ha

Structure (XYZ):
```
38
Properties=species:S:1:pos:R:3:forces:R:3:nbo_charge:R:1
W 1.0102 0.6279 0.0220 2.1 1.3 0.1 0.86
Cl 1.2384 2.6050 -1.0556 -0.1 0.4 -0.1 -0.25
Cl 2.1215 1.4600 2.0430 0.0 0.4 0.1 -0.46
C 2.7108 -0.4208 -0.1385 2.1 0.1 0.4 -0.48
H 3.0636 -1.1435 -0.8809 -0.2 0.3 0.1 0.15
H 3.4960 -0.2151 0.6008 -0.2 -0.3 0.1 0.16
C -0.4754 -0.1600 -1.2304 0.1 -1.4 -0.5 -0.47
C 0.7767 -0.9594 -1.3510 -2.7 0.1 -1.0 -0.40
H -1.2817 -0.6176 -0.6421 0.1 0.1 -0.6 0.21
C 1.4142 -1.0603 -2.7282 0.1 0.1 0.0 -0.41
H 0.8004 -1.9133 -0.8329 -0.2 -0.2 0.1 0.20
C 1.4475 0.2688 -3.4719 0.2 0.1 -0.3 -0.41
H 2.4392 -1.4389 -2.6605 -0.1 -0.1 0.0 0.20
H 0.8580 -1.7992 -3.3339 0.1 0.2 0.3 0.21
C 0.0957 0.9861 -3.5256 -0.2 0.3 -0.4 -0.41
H 2.2022 0.9355 -3.0385 -0.1 -0.2 0.1 0.21
H 1.7730 0.0908 -4.5086 0.0 0.0 0.3 0.21
C -0.9396 0.6481 -2.4258 -0.6 0.0 -0.3 -0.42
H 0.2783 2.0651 -3.5213 0.0 -0.2 0.0 0.22
H -0.3473 0.7823 -4.5131 -0.1 0.0 0.4 0.20
H -1.4006 1.5764 -2.0612 0.1 -0.1 -0.2 0.20
H -1.7542 0.0958 -2.9158 0.1 0.0 0.2 0.20
C 1.0356 -1.7030 2.4230 -0.4 -0.2 0.4 -0.25
O 0.1992 -0.6470 2.9413 -0.6 0.5 -0.7 -0.81
P -0.5849 0.2672 1.8522 -1.5 -0.8 2.6 1.89
O -2.0008 -0.5603 1.6837 1.0 0.6 0.3 -0.82
C -2.5766 -1.1130 2.9033 0.0 0.2 -0.1 -0.26
O -1.0194 1.5290 2.7807 0.0 -0.8 -0.9 -0.81
C -2.2925 2.2245 2.7435 0.0 0.1 0.3 -0.25
H 1.3939 -1.5619 1.3847 -0.3 0.1 0.4 0.19
H 0.4402 -2.6243 2.4896 0.4 0.1 -0.1 0.19
H 1.9073 -1.7216 3.0718 0.0 -0.2 -0.1 0.22
H -2.1504 -2.1053 3.0793 -0.2 0.2 0.0 0.19
H -2.3942 -0.4820 3.7907 0.0 -0.2 -0.5 0.19
H -3.6527 -1.1684 2.7262 0.2 -0.1 0.0 0.20
H -3.0325 1.8117 2.0383 0.6 0.0 0.1 0.19
H -2.7115 2.1615 3.7607 0.2 0.1 -0.4 0.20
H -2.0872 3.2794 2.5011 -0.1 -0.5 0.0 0.21
```
Positions in Å, forces in eV/Å.

Record 3
A structure of composition C33H38BN9O2PtS3, computed with the ωB97M-V functional and the def2-TZVPD basis.

Results
E_LUMO (alpha / beta): -11.5405 / -11.5318 eV
Kohn-Sham gap (alpha / beta): 0.141 / 0.162 Ha
Multiplicity: 2
E_HOMO (alpha / beta): -0.56466 / -0.58543 Ha
Charge: +3

Structure (XYZ):
```
87
Properties=species:S:1:pos:R:3:forces:R:3:lowdin_spin:R:1
Pt -0.3764 0.0596 0.3104 -2.4 -0.6 -0.7 0.00
C -3.5400 -2.7451 -0.6854 0.4 0.2 0.0 0.00
C -2.2871 -2.2043 -0.9515 0.2 -0.2 -0.8 0.00
N -1.9586 -1.3528 0.0235 1.1 1.1 0.4 0.00
N -2.9747 -1.3079 0.9006 -0.1 0.3 0.4 0.00
C -3.9388 -2.1530 0.4963 0.3 0.2 0.1 0.00
B -2.9915 -0.3642 2.1340 -0.2 0.1 0.5 0.00
N -1.6654 -0.5798 2.9102 -0.1 -0.3 -0.1 0.00
C -1.3849 -0.6814 4.2159 0.0 0.0 -0.1 0.00
C -0.0154 -0.5607 4.3883 0.1 0.0 -0.1 0.00
C 0.4954 -0.3793 3.1129 0.2 0.1 0.2 0.00
N -0.5087 -0.4159 2.2322 -0.1 -0.1 0.1 0.00
N -2.9085 1.1000 1.6029 -0.1 -0.5 0.3 0.00
C -3.6128 2.1876 1.9351 0.1 -0.1 -0.1 0.00
C -3.2709 3.2170 1.0736 0.1 -0.2 -0.2 0.00
C -2.3163 2.6637 0.2329 0.2 0.6 -0.4 0.00
N -2.1027 1.3849 0.5560 1.0 -0.7 0.2 0.00
N -4.2100 -0.6025 2.9503 0.2 0.2 -0.1 0.00
C -5.5053 -0.2508 2.6841 -0.1 0.0 0.0 0.00
C -6.3083 -0.9198 3.5619 0.0 0.0 -0.1 0.00
C -5.4152 -1.6909 4.3396 0.0 0.0 0.0 0.00
N -4.1665 -1.5103 3.9645 0.1 -0.1 0.1 0.00
H -4.0764 -3.4719 -1.2689 0.0 0.0 0.0 0.00
H -1.6226 -2.3854 -1.7775 0.0 0.0 -0.1 0.00
H -4.8325 -2.2816 1.0847 0.0 0.0 0.0 0.00
H -2.1849 -0.8518 4.9158 0.0 0.0 0.0 0.00
H 0.5291 -0.6121 5.3145 0.0 0.0 0.0 0.00
H 1.5019 -0.2246 2.7634 0.0 0.1 0.1 0.00
H -4.3322 2.1542 2.7362 0.0 0.0 0.0 0.00
H -3.6971 4.2039 1.0374 0.0 0.0 0.0 0.00
H -1.8245 3.1088 -0.6144 0.1 0.1 0.1 0.00
H -5.7581 0.4226 1.8812 0.0 0.0 0.0 0.00
H -7.3805 -0.8710 3.6354 0.0 0.0 0.0 0.00
H -5.6398 -2.3610 5.1537 0.0 0.0 0.0 0.00
C 4.2564 -1.2224 2.0537 0.0 0.1 0.1 0.00
C 4.4317 -0.2405 0.8996 0.0 -0.2 -0.1 0.00
S 2.9393 0.3466 0.0309 0.0 0.3 0.3 0.00
C 2.9071 -0.5791 -1.5137 -0.1 0.1 0.0 0.00
C 2.5414 -2.0381 -1.3524 0.2 0.3 0.0 0.00
S 0.9170 -2.2444 -0.5620 -0.2 0.7 0.1 0.00
C 1.2854 -3.5002 0.6972 -0.4 0.1 0.4 0.00
C 2.1125 -3.1228 1.9156 0.2 0.1 0.0 0.00
S 3.9083 -2.9527 1.6529 0.0 0.0 -0.1 0.00
H 3.5286 -0.8707 2.7853 0.0 0.0 0.0 0.00
H 5.2109 -1.2529 2.5838 0.0 0.0 0.0 0.00
H 5.0966 -0.6549 0.1402 0.0 0.0 0.0 0.00
H 4.9131 0.6604 1.2831 -0.1 0.0 0.0 0.00
H 3.8698 -0.4766 -2.0152 0.0 -0.1 0.0 0.00
H 2.1625 -0.0695 -2.1266 0.1 0.1 0.0 0.00
H 3.2775 -2.5523 -0.7412 -0.1 -0.1 0.1 0.00
H 2.4913 -2.5225 -2.3284 -0.2 -0.1 0.0 0.00
H 1.7469 -4.3261 0.1522 0.0 0.1 -0.2 0.00
H 0.2986 -3.8454 1.0137 0.0 0.0 0.0 0.00
H 1.9904 -3.9276 2.6423 -0.1 0.0 0.0 0.00
H 1.7353 -2.2198 2.3790 0.0 -0.1 0.0 0.00
C 3.0433 7.0616 3.5507 0.0 0.0 0.0 -0.01
C 3.1776 6.7049 2.1005 0.1 0.0 -0.4 0.00
C 4.1385 7.3461 1.3082 0.3 0.1 -0.2 0.22
C 4.3435 7.0721 -0.0688 0.1 0.3 0.8 0.02
C 3.5486 6.1741 -0.6870 -0.6 -0.7 0.2 0.10
C 2.5044 5.5215 0.0700 1.1 1.2 1.1 0.11
N 1.6990 4.6462 -0.4948 -1.3 -1.8 0.8 0.23
C 1.4227 4.4199 -1.8207 -0.2 0.1 -0.9 -0.01
C 1.6021 5.4042 -2.8114 -0.2 -0.3 0.6 0.06
C 1.3116 5.1073 -4.1258 -0.2 -0.4 -0.1 -0.01
C 0.8192 3.8486 -4.4589 -0.1 -0.3 0.1 0.06
C 0.5691 2.8889 -3.4698 0.0 0.3 -0.9 0.00
C 0.8425 3.1609 -2.1497 0.3 0.1 0.7 0.04
C 0.4981 2.1549 -1.0924 0.7 1.9 -1.1 0.01
O 0.0319 1.0388 -1.4817 -0.6 -1.5 0.2 0.01
O 0.6246 2.4436 0.1238 -0.5 -1.9 0.4 0.00
C 2.3442 5.7692 1.5040 0.4 0.2 -1.1 0.13
C 1.2646 5.1360 2.3064 -0.1 0.0 0.3 0.02
H 3.8620 7.6998 3.8734 0.0 0.0 0.0 0.00
H 3.0382 6.1731 4.1820 0.0 0.0 0.0 0.00
H 2.1089 7.5985 3.7306 0.0 0.0 0.0 0.00
H 4.7894 8.0721 1.7839 0.0 0.0 0.0 0.01
H 5.1636 7.5471 -0.5894 0.0 0.0 0.0 0.00
H 3.7475 5.8514 -1.6995 0.0 0.1 0.1 0.00
H 1.2289 3.8703 0.0970 0.8 1.6 -0.5 0.00
H 1.8854 6.4113 -2.5355 0.0 -0.1 0.0 0.00
H 1.4334 5.8628 -4.8897 0.0 0.0 0.0 0.00
H 0.5860 3.6203 -5.4909 0.0 0.0 0.0 0.00
H 0.1450 1.9304 -3.7355 0.0 0.0 -0.1 0.00
H 0.6090 4.4548 1.7706 0.0 0.0 0.0 0.00
H 0.6386 5.9186 2.7454 0.0 -0.1 0.0 0.01
H 1.7099 4.6016 3.1501 -0.1 -0.1 0.0 0.01
```
Positions in Å, forces in eV/Å.

Record 4
A cluster of 2 separate species, C4H12N4 in total, computed with the ωB97M-V functional and the def2-TZVPD basis.

Results
E_LUMO: 0.4514 eV
Structure (SMILES): C=C(N)N(C)N.C=N
Kohn-Sham gap: 0.318 Ha
E_HOMO: -0.30116 Ha

Structure (XYZ):
```
20
Properties=species:S:1:pos:R:3:forces:R:3:nbo_charge:R:1
C -1.1956 0.5078 1.1318 0.8 0.9 -1.4 -0.47
C -0.4740 -0.0747 0.1259 -1.9 -4.8 1.8 0.34
N -1.2054 -0.9383 -0.7842 1.0 0.2 2.4 -0.86
N 0.8687 -0.5488 0.3052 0.0 0.7 -0.3 -0.34
C 1.7373 0.3046 1.0988 0.0 -0.1 0.0 -0.41
N 0.9790 -1.8895 0.7769 -0.2 0.0 -0.1 -0.65
H -0.7201 0.9686 1.9763 0.3 0.2 0.2 0.21
H -2.2124 0.8242 0.9410 -0.2 -0.3 0.1 0.20
H -0.7056 -1.7135 -1.2117 -0.9 0.6 0.1 0.40
H -2.1955 -0.7290 -0.8095 0.5 -0.8 -0.5 0.40
H 1.4955 0.2840 2.1702 0.0 -0.1 0.0 0.17
H 2.7571 -0.0663 0.9764 -0.1 0.2 0.0 0.22
H 1.6585 1.3356 0.7559 0.1 0.0 -0.1 0.20
H 0.2622 -2.0906 1.4828 0.1 0.1 -0.3 0.34
H 0.8682 -2.5319 -0.0009 0.0 0.1 0.2 0.35
C -0.4045 1.4860 -1.3868 -0.9 0.7 -4.9 -0.19
N -0.9096 0.6967 -2.3436 1.2 3.0 1.6 -0.59
H -1.0765 2.2625 -1.0346 0.0 -0.2 0.4 0.17
H 0.6528 1.7655 -1.3722 0.0 -0.5 0.5 0.17
H -0.1799 0.1472 -2.7978 0.1 0.1 0.2 0.32
```
Positions in Å, forces in eV/Å.

Record 5
A cluster of 4 separate species, C9H23N3O8PS in total, computed with the ωB97M-V functional and the def2-TZVPD basis.

Results
E_LUMO: 1.9398 eV
Kohn-Sham gap: 0.198 Ha
E_HOMO: -0.12642 Ha
Charge: -1

Structure (XYZ):
```
45
Properties=species:S:1:pos:R:3:forces:R:3:nbo_charge:R:1
O 3.2825 6.1582 -0.7284 -0.5 -1.5 -0.6 -1.01
S 3.8282 5.5340 -1.9536 2.1 4.3 -1.0 2.03
O 5.3075 5.7099 -1.9191 -0.8 -0.9 -0.6 -1.05
O 3.1905 6.1431 -3.1844 0.8 -2.1 1.8 -1.01
P 3.2872 3.4496 -1.7131 -3.3 0.0 1.3 1.04
O 3.3168 2.6216 -3.1780 1.1 0.3 0.4 -1.00
O 4.2801 2.7408 -0.5689 0.7 0.2 -2.0 -0.97
H 2.4126 2.2803 -3.2576 0.4 0.1 0.2 0.50
H 5.1488 2.4907 -0.9347 -0.1 0.3 0.3 0.47
C 0.9782 -0.7369 -1.2905 0.0 0.0 -0.1 -0.72
C 1.0890 0.5129 -0.4519 0.2 0.4 0.1 0.67
O 1.8030 1.4511 -0.7718 -0.4 -0.9 0.1 -0.63
N 0.3587 0.5704 0.6918 0.1 -0.2 -0.2 -0.62
C -0.5398 -0.4274 1.2363 0.1 0.3 0.0 -0.42
H 1.6150 -0.6378 -2.1675 0.0 0.1 0.1 0.23
H 1.3100 -1.6047 -0.7176 -0.2 -0.1 0.0 0.22
H -0.0514 -0.8774 -1.6236 0.0 -0.2 0.1 0.22
H 0.4804 1.4326 1.2024 -0.1 0.0 0.0 0.41
H -1.5284 0.0182 1.3267 -0.1 -0.2 0.1 0.22
H -0.1846 -0.7108 2.2297 -0.2 -0.2 0.0 0.19
H -0.5983 -1.3139 0.6090 0.1 0.1 0.0 0.21
C 0.6216 -5.3069 -2.3824 0.0 0.0 -0.1 -0.72
C 0.1632 -5.0476 -0.9694 -0.2 0.2 0.2 0.68
O -0.7844 -4.3220 -0.7174 0.0 0.0 -0.1 -0.63
N 0.8470 -5.6550 0.0392 0.0 0.0 -0.4 -0.62
C 1.9887 -6.5429 -0.0579 -0.2 0.2 0.5 -0.41
H -0.0164 -4.7575 -3.0705 0.0 0.0 0.1 0.25
H 1.6492 -4.9645 -2.5145 0.0 -0.1 -0.1 0.23
H 0.5468 -6.3706 -2.6144 0.2 0.0 0.0 0.22
H 0.4865 -5.4368 0.9554 0.0 0.0 0.0 0.40
H 1.7275 -7.5007 0.3969 0.2 -0.1 -0.1 0.19
H 2.8215 -6.1045 0.4950 0.1 -0.2 -0.1 0.20
H 2.2895 -6.7060 -1.0883 -0.1 0.1 0.0 0.21
C -3.2789 3.8569 1.8041 0.1 0.0 0.0 -0.72
C -3.2216 2.4643 2.3780 0.2 -0.1 0.0 0.68
O -2.1746 1.8443 2.4717 -0.1 0.1 0.1 -0.64
N -4.3890 1.9021 2.7981 0.1 0.3 -0.1 -0.62
C -5.7204 2.4734 2.7694 0.1 -0.5 0.2 -0.41
H -2.2767 4.1659 1.5159 0.0 -0.1 0.0 0.26
H -3.9146 3.8736 0.9175 -0.1 0.1 0.1 0.23
H -3.6562 4.5573 2.5509 -0.1 0.0 -0.1 0.22
H -4.2748 0.9716 3.1695 0.0 0.0 0.0 0.40
H -6.1088 2.5086 3.7894 -0.2 0.1 -0.1 0.19
H -6.3652 1.8298 2.1676 -0.2 0.2 0.0 0.19
H -5.7229 3.4750 2.3506 0.1 -0.1 0.0 0.21
```
Positions in Å, forces in eV/Å.